{
  "formula": "C4H10N2",
  "method": "wB97M-V/def2-TZVPD",
  "elements": ["C", "C", "C", "C", "N", "N", "H", "H", "H", "H", "H", "H", "H", "H", "H", "H"],
  "xyz": [[1.942316, 0.755883, 0.368397], [0.596294, 0.556005, 1.038298], [-0.372606, -0.265810, 0.262213], [-0.827205, 0.184549, -0.997550], [-1.287130, -0.612749, -1.972277], [-0.963663, -1.297249, 0.859967], [2.602544, 1.362525, 0.987338], [2.453258, -0.178672, 0.153074], [1.839410, 1.309300, -0.568669], [0.680118, 0.212187, 2.072574], [0.068881, 1.500492, 1.268919], [-0.444464, 1.142439, -1.313751], [-1.832707, -1.396578, -1.637322], [-1.600774, -0.229631, -2.850909], [-1.053882, -1.339598, 1.866931], [-1.800384, -1.703092, 0.462760]],
  "atomic_forces_ev_per_a": [[0.22, 0.52, -0.28], [-0.57, 0.68, 0.94], [-1.20, 0.49, 0.51], [1.98, -0.14, -0.82], [-1.14, -0.04, 1.12], [-0.86, -0.43, 0.14], [-0.10, -0.09, 0.13], [-0.08, -0.14, 0.06], [-0.02, -0.13, 0.00], [0.26, -0.71, -0.24], [0.32, 0.14, -0.66], [-0.03, 0.16, -0.06], [0.19, -0.38, -0.61], [0.05, 0.15, -0.01], [0.84, -0.02, 0.09], [0.15, -0.06, -0.30]],
  "homo_energy_ev": [-12.98, -16.14],
  "e_lumo_ev": [-3.51, -5.82],
  "total_charge": 1,
  "s2": 0.755,
  "homo_lumo_gap_ev": [9.465, 10.320],
  "multiplicity": 2,
  "de_lowest_kj_mol": 0.00
}

---

{
  "formula": "C17H49N3O20S4",
  "method": "wB97M-V/def2-TZVPD",
  "elements": ["C", "C", "O", "S", "C", "O", "O", "H", "H", "H", "H", "H", "H", "H", "H", "C", "C", "O", "S", "C", "O", "O", "H", "H", "H", "H", "H", "H", "H", "H", "C", "C", "O", "S", "C", "O", "O", "H", "H", "H", "H", "H", "H", "H", "H", "C", "C", "O", "S", "C", "O", "O", "H", "H", "H", "H", "H", "H", "H", "H", "C", "N", "O", "O", "H", "H", "H", "C", "N", "O", "O", "H", "H", "H", "C", "N", "O", "O", "H", "H", "H", "C", "O", "H", "H", "H", "H", "C", "O", "H", "H", "H", "H"],
  "xyz": [[-3.623184, 3.595081, 1.562566], [-3.160501, 3.673729, 2.976495], [-1.804468, 3.894235, 2.968071], [-1.111080, 4.126916, 4.448720], [-1.763296, 2.663676, 5.342707], [0.332723, 4.093940, 4.234682], [-1.809185, 5.327978, 4.996249], [-3.728245, 4.615164, 1.193138], [-4.619689, 3.160198, 1.485395], [-2.949748, 3.121680, 0.848082], [-3.609846, 4.446688, 3.599973], [-3.301169, 2.643123, 3.302322], [-1.006742, 2.450569, 6.097906], [-1.799743, 1.715286, 4.806678], [-2.739702, 3.004509, 5.687038], [-2.530326, -0.387021, -0.740266], [-3.690293, -0.046082, 0.168996], [-3.720770, -1.056252, 1.189563], [-5.111321, -0.965110, 2.082232], [-4.853877, -2.372485, 3.262469], [-4.983821, 0.266809, 2.910839], [-6.240793, -1.182812, 1.192196], [-1.600261, 0.014913, -0.338373], [-2.511967, 0.056495, -1.735788], [-2.483863, -1.462379, -0.912181], [-3.544283, 0.979328, 0.508593], [-4.651381, 0.014511, -0.341641], [-5.611411, -2.363189, 4.046144], [-3.834692, -2.332742, 3.646896], [-4.872083, -3.351241, 2.783090], [0.272418, -1.997020, -2.668623], [0.310086, -3.398569, -3.217443], [0.072859, -3.502035, -4.583526], [-0.918515, -4.680776, -5.106835], [0.186367, -6.222772, -5.101329], [-1.976582, -4.837326, -4.124618], [-1.233737, -4.281730, -6.497971], [-0.700558, -1.536072, -2.838743], [1.086571, -1.392865, -3.068936], [0.304940, -2.098420, -1.583839], [1.337726, -3.753036, -3.137483], [-0.342332, -4.002508, -2.586810], [0.780277, -6.271501, -4.188641], [0.839856, -6.286856, -5.971355], [-0.606376, -6.969386, -5.148596], [2.967815, -3.055813, -0.781530], [2.070471, -4.050312, 0.036771], [1.858400, -3.730083, 1.432316], [0.842192, -2.439010, 1.746020], [0.004068, -2.927358, 3.300108], [1.826752, -1.361780, 1.932833], [-0.111217, -2.333580, 0.599224], [4.030332, -3.105803, -0.543509], [2.639701, -2.021405, -0.883708], [2.987494, -3.253911, -1.853201], [1.123846, -4.292131, -0.446466], [2.582708, -5.002525, -0.101089], [-0.415993, -1.981065, 3.640963], [0.731693, -3.380731, 3.973250], [-0.858823, -3.552664, 3.070965], [3.756813, 3.174161, 3.215700], [3.648239, 4.554862, 3.795879], [3.785457, 5.454067, 2.946739], [3.430688, 4.645261, 5.047695], [2.872628, 2.726595, 3.669556], [4.681329, 2.731255, 3.586089], [3.586026, 3.167365, 2.139183], [0.895280, 1.155103, -0.423972], [0.625509, 1.756873, 0.868948], [-0.567117, 1.828310, 1.214812], [1.570460, 2.086222, 1.582789], [1.885643, 1.467746, -0.754916], [0.131084, 1.554941, -1.090473], [0.859126, 0.066551, -0.380966], [2.478606, 3.096602, -3.503014], [3.287873, 3.734373, -2.453622], [2.646538, 4.400767, -1.630458], [4.509844, 3.634475, -2.541739], [2.820639, 2.065760, -3.595186], [2.642837, 3.703973, -4.393083], [1.401739, 3.016586, -3.354511], [-1.022610, 1.096627, -4.685066], [-0.445379, 1.578763, -3.498923], [-0.559003, 1.515759, -5.578085], [-0.918450, 0.016247, -4.785221], [-2.055068, 1.407036, -4.845629], [-0.542897, 2.533665, -3.483308], [4.683603, 0.322306, -0.415627], [5.354107, -0.401856, -1.499392], [5.038410, -0.085919, 0.530714], [4.871005, 1.395810, -0.439391], [3.600463, 0.206550, -0.454581], [6.289153, -0.233308, -1.361933]],
  "atomic_forces_ev_per_a": [[-0.88, 1.70, -1.21], [-0.95, -1.63, -0.08], [3.54, 0.71, 1.21], [-0.97, 1.64, -1.15], [0.98, 0.51, 0.03], [-2.49, -0.08, 0.54], [1.93, -2.83, -0.71], [-0.05, 0.16, -0.26], [0.07, -0.21, 0.14], [0.20, -0.34, 0.54], [-0.66, -0.27, -0.15], [-0.46, 0.07, 0.96], [-0.35, 0.50, 0.53], [-0.17, 0.50, -0.73], [0.26, -0.35, 0.32], [0.53, -0.13, -0.41], [0.12, 0.91, -1.45], [-1.53, -0.05, 1.36], [0.93, 1.37, 1.16], [0.44, -0.13, -1.04], [-0.68, -2.53, -1.85], [1.26, 0.27, 1.35], [0.00, -0.57, 0.45], [-0.83, 0.29, -0.05], [0.21, -0.02, 0.23], [0.12, -0.25, 0.92], [-0.04, -0.58, -0.17], [0.10, 0.47, -0.17], [-0.18, 0.67, 0.22], [-0.45, 0.24, -0.53], [-0.56, 0.03, -0.11], [1.31, -0.14, 1.71], [-1.53, -0.67, -1.93], [0.13, 1.03, -1.91], [-1.34, 1.17, -0.10], [1.17, -0.26, -1.00], [0.77, -1.23, 3.09], [0.05, 0.15, -0.35], [-0.13, 0.18, 0.13], [0.45, 0.17, -0.01], [0.07, -0.27, 0.58], [-0.18, -0.29, -0.43], [-0.36, 0.09, 0.08], [-0.30, 0.41, -0.03], [0.37, -0.31, 0.15], [-0.43, 0.09, -0.30], [0.63, 0.46, -1.65], [-1.15, 0.31, 0.15], [1.80, 0.32, -3.16], [0.10, 0.53, -1.14], [-2.42, -1.25, 0.38], [1.66, -0.24, 3.03], [-0.19, 0.18, 0.62], [-0.09, 0.13, 1.02], [-0.32, -1.00, -0.07], [-0.29, 0.74, 0.04], [0.22, -0.13, 1.20], [0.37, 0.08, 0.28], [-0.13, 0.18, -0.10], [0.41, -0.29, -0.22], [-1.20, 0.04, 1.07], [0.16, 0.82, 0.41], [-0.41, -0.87, 2.53], [0.80, 0.28, -3.95], [0.31, -0.60, -0.01], [-0.15, 0.03, -0.21], [0.55, 0.39, 0.28], [0.28, 0.43, -1.34], [-0.78, 0.01, 2.42], [1.73, -0.09, -0.58], [-1.08, -0.31, -0.99], [-0.14, 0.02, 0.15], [0.11, -0.36, -0.09], [-0.22, 0.10, 0.34], [-0.14, -0.89, -0.92], [-0.47, 1.19, 0.85], [1.34, -0.87, -0.63], [-1.53, 0.08, 0.41], [0.35, 0.23, -0.39], [0.23, -0.36, -0.10], [0.43, 0.56, 0.80], [-0.26, 0.22, -1.48], [0.13, -0.15, 0.44], [0.60, 0.05, -0.06], [-0.08, 0.09, 0.48], [-0.37, -0.30, 0.61], [-0.22, 0.06, 0.01], [0.59, -0.48, -0.31], [-0.98, 0.77, 0.80], [-0.17, 0.10, 0.16], [0.25, 0.06, -0.17], [0.21, -0.44, -0.30], [0.10, -0.04, -0.14]],
  "homo_energy_ev": -10.37,
  "e_lumo_ev": -0.24,
  "smiles": "CCOS(C)(=O)=O.CCOS(C)(=O)=O.CCOS(C)(=O)=O.CCOS(C)(=O)=O.C[N+](=O)[O-].C[N+](=O)[O-].C[N+](=O)[O-].CO.CO",
  "homo_lumo_gap_ev": 10.133,
  "multiplicity": 1,
  "de_lowest_kj_mol": 4.56
}